Formula: C23H29BrF14NO5
Source: the OMol25 dataset
Level of theory: wB97M-V/def2-TZVPD

Bonds (Å) are listed after each position.
Element x y z (Å)
1 Br 2.65652 -0.29518 1.06427  C38 1.890
2 F -2.66191 1.34022 -3.60924  C27 1.334
3 F -3.95276 1.38007 -0.32141  C37 1.343
4 F -2.91304 3.64509 -2.35684  C30 1.338
5 F -5.02512 3.33379 -2.85846  C30 1.335
6 F -3.16939 -0.42308 -2.47422  C27 1.348
7 F -3.57359 3.97453 0.24078  C35 1.333
8 F 3.45296 1.98903 2.60330  C43 1.374
9 F -1.24543 2.08721 -1.00445  C34 1.349
10 F -0.53473 -0.51872 -3.22709  C25 1.353
11 F -5.11858 1.03593 -2.09795  C37 1.337
12 F -1.58201 -0.01270 -0.57977  C34 1.341
13 F -4.67208 5.23857 -1.11467  C35 1.343
14 F 0.20427 1.51823 -3.14037  C25 1.347
15 F -5.67708 3.54518 -0.20731  C35 1.323
16 O -3.24214 -5.77624 3.30417  C23 1.412, C44 1.418
17 O -1.12770 -3.68420 2.53522  C36 1.424, C40 1.419
18 O -3.70103 -3.56579 0.85443  C29 1.412, C33 1.415
19 O 3.50459 3.88533 -4.69543  O20 1.422, H57 0.969
20 O 2.83261 2.78448 -4.09748  O19 1.422, C28 1.397
21 N 3.90869 1.75022 -2.23968  C24 1.347, C28 1.489, C32 1.332
22 C 0.83167 0.01041 -1.41296  C25 1.518, C26 1.540, H51 1.082, H61 1.080
23 C -3.03078 -7.15982 3.48985  O16 1.412, H60 1.095, H64 1.088, H65 1.096
24 C 3.23315 0.89311 -1.45076  N21 1.347, C26 1.495, C38 1.361
25 C -0.23248 0.49380 -2.38204  F10 1.353, F14 1.347, C22 1.518, C34 1.552
26 C 2.23709 -0.05442 -2.03879  C22 1.540, C24 1.495, H58 1.088, H72 1.080
27 C -2.81892 0.87413 -2.36914  F2 1.334, F6 1.348, C34 1.547, C37 1.557
28 C 3.74252 1.79455 -3.71892  O20 1.397, N21 1.489, H55 1.079, H59 1.083
29 C -4.40359 -2.36858 0.59864  O18 1.412, H45 1.096, H46 1.097, H68 1.088
30 C -4.07926 3.14225 -1.93609  F4 1.338, F5 1.335, C35 1.558, C37 1.573
31 C 5.03201 2.66823 -0.41311  C32 1.335, C39 1.375, H73 1.071
32 C 4.79053 2.60600 -1.72458  N21 1.332, C31 1.335, H48 1.074
33 C -2.35989 -3.52741 0.40498  O18 1.415, C40 1.513, H62 1.097, H71 1.099
34 C -1.49488 0.88813 -1.56976  F9 1.349, F12 1.341, C25 1.552, C27 1.547
35 C -4.52361 3.97165 -0.69421  F7 1.333, F13 1.343, F15 1.323, C30 1.558
36 C -2.14619 -3.63905 3.52945  O17 1.424, C44 1.512, H56 1.091, H70 1.092
37 C -3.99250 1.59833 -1.64601  F3 1.343, F11 1.337, C27 1.557, C30 1.573
38 C 3.49559 0.91890 -0.11584  Br1 1.890, C24 1.361, C39 1.369
39 C 4.38044 1.80597 0.43683  C31 1.375, C38 1.369, C43 1.516
40 C -1.43586 -4.31864 1.30399  O17 1.419, C33 1.513, H66 1.094, H69 1.091
41 C 4.82536 4.33871 2.34841  C42 1.533, H47 1.086, H52 1.082, H53 1.086
42 C 5.55768 2.99191 2.38559  C41 1.533, C43 1.526, H50 1.083, H67 1.085
43 C 4.64331 1.85945 1.92870  F8 1.374, C39 1.516, C42 1.526, H63 1.092
44 C -2.45346 -4.97510 4.16798  O16 1.418, C36 1.512, H49 1.098, H54 1.096
45 H -4.53550 -2.21090 -0.47795  C29 1.096
46 H -3.88262 -1.50802 1.03638  C29 1.097
47 H 5.42283 5.13777 1.91876  C41 1.086
48 H 5.31675 3.26015 -2.39398  C32 1.074
49 H -3.02382 -4.80527 5.09071  C44 1.098
50 H 5.84970 2.75289 3.40022  C42 1.083
51 H 0.80498 0.62488 -0.52229  C22 1.082
52 H 4.56238 4.65291 3.35002  C41 1.082
53 H 3.89622 4.30128 1.78798  C41 1.086
54 H -1.51490 -5.48276 4.41751  C44 1.096
55 H 3.48324 0.83073 -4.12773  C28 1.079
56 H -3.05103 -3.16480 3.14740  C36 1.091
57 H 3.86120 4.41354 -3.96550  O19 0.969
58 H 2.64306 -1.05232 -1.88892  C26 1.088
59 H 4.70947 2.05873 -4.12970  C28 1.083
60 H -3.40049 -7.48521 4.46807  C23 1.095
61 H 0.56555 -0.98983 -1.10312  C22 1.080
62 H -2.00050 -2.49185 0.35593  C33 1.097
63 H 5.08199 0.90419 2.22531  C43 1.092
64 H -3.57923 -7.68518 2.71053  C23 1.088
65 H -1.96799 -7.41137 3.39714  C23 1.096
66 H -0.47610 -4.39889 0.78456  C40 1.094
67 H 6.45509 2.97678 1.77561  C42 1.085
68 H -5.38156 -2.45268 1.06807  C29 1.088
69 H -1.79777 -5.33623 1.45729  C40 1.091
70 H -1.74482 -2.98792 4.30939  C36 1.092
71 H -2.32924 -3.96022 -0.60489  C33 1.099
72 H 2.12865 0.06925 -3.10596  C26 1.080
73 H 5.74353 3.39587 -0.08080  C31 1.071

Values from the calculation:
**Frontier orbital gap**: 0.223 hartree
**LUMO energy**: -4.64 eV
**Spin multiplicity**: 1
**Net charge**: +1
**Maximum force**: 1.855 eV/Å
**E_HOMO**: -10.704 eV

Atom charges from the Löwdin analysis, given in e for atoms 1 to 5: Br 1.0418; F 0.1887; F 0.1648; F 0.1675; F 0.1788